# C32H40Cl2NOP3ReS

A molecular structure, C32H40Cl2NOP3ReS in a non-equilibrium geometry (wB97M-V/def2-TZVPD, the Open Molecules 2025 dataset).

Output
- multiplicity = 4
- lowest unoccupied orbital energy (spin up / spin down) (eV) = -4.61 / -9.13
- net charge = +2

Atoms and positions in Å:
1 P 1.663 1.243 -1.692
2 C 2.019 2.914 -2.394
3 C 2.980 3.796 -1.875
4 H 3.500 3.553 -0.945
5 C 3.302 4.974 -2.560
6 H 4.091 5.622 -2.174
7 C 2.630 5.304 -3.744
8 H 2.896 6.212 -4.286
9 C 1.624 4.459 -4.228
10 H 1.100 4.710 -5.153
11 C 1.301 3.286 -3.551
12 H 0.509 2.627 -3.913
13 C 2.636 1.347 -0.125
14 C 2.018 1.961 0.985
15 H 0.967 2.247 0.914
16 C 2.752 2.223 2.139
17 H 2.272 2.739 2.974
18 C 4.098 1.854 2.224
19 H 4.676 2.079 3.122
20 C 4.706 1.203 1.144
21 H 5.758 0.917 1.192
22 C 3.973 0.936 -0.018
23 H 4.456 0.427 -0.856
24 C 2.825 0.243 -2.723
25 C 3.819 0.808 -3.538
26 H 3.872 1.891 -3.665
27 C 4.766 -0.005 -4.172
28 H 5.557 0.453 -4.766
29 C 4.702 -1.397 -4.027
30 H 5.456 -2.027 -4.500
31 C 3.672 -1.969 -3.271
32 H 3.623 -3.053 -3.155
33 C 2.719 -1.163 -2.647
34 H 1.888 -1.600 -2.090
35 Re -3.041 -0.538 0.001
36 C -2.523 -1.771 1.635
37 C -1.260 -1.794 2.105
38 H -3.265 -2.450 2.089
39 C -0.284 -0.856 1.439
40 O 0.639 -1.655 0.647
41 H 1.375 -1.092 0.342
42 C -1.099 -0.027 0.510
43 H 0.256 -0.262 2.198
44 C -1.353 0.448 -0.670
45 Cl -5.196 -1.586 0.618
46 Cl -4.109 0.597 -1.791
47 P -3.825 1.156 1.301
48 C -5.629 1.497 1.210
49 H -6.177 0.671 1.672
50 H -5.925 1.573 0.159
51 H -5.844 2.439 1.728
52 C -3.603 0.954 3.103
53 H -2.552 0.746 3.331
54 H -4.215 0.110 3.443
55 H -3.915 1.876 3.607
56 C -3.159 2.823 0.991
57 H -3.322 3.090 -0.059
58 H -2.088 2.852 1.213
59 H -3.695 3.523 1.644
60 P -0.749 -3.092 3.273
61 C -2.137 -3.716 4.209
62 C 0.443 -2.345 4.376
63 H -2.827 -4.250 3.544
64 H -2.667 -2.892 4.704
65 H -1.764 -4.413 4.972
66 H 1.236 -1.859 3.794
67 H 0.873 -3.131 5.011
68 H -0.067 -1.603 5.005
69 C -0.026 -4.375 2.260
70 H -0.827 -5.015 1.865
71 H 0.664 -4.969 2.874
72 H 0.508 -3.894 1.429
73 H -0.959 1.016 -1.504
74 S -2.227 -4.352 -2.708
75 C -3.970 -4.097 -2.683
76 C -4.279 -2.954 -1.993
77 N -3.172 -2.319 -1.411
78 C -2.038 -2.955 -1.718
79 H -4.700 -4.742 -3.154
80 H -5.279 -2.566 -1.831
81 H -1.055 -2.614 -1.403

# C32H44BrN3P2SZr

A molecular structure, C32H44BrN3P2SZr in a non-equilibrium geometry (wB97M-V/def2-TZVPD, the Open Molecules 2025 dataset).

Output
- lowest unoccupied orbital energy (eV) = -14.48
- net charge = +4

Atoms and positions in Å:
1 C -4.909 0.899 1.953
2 C -4.154 -0.168 1.419
3 C -4.851 -1.099 0.609
4 C -6.252 -1.129 0.668
5 N -6.940 -0.212 1.359
6 C -6.308 0.783 1.994
7 C -2.793 -0.381 1.828
8 C -1.668 -0.625 2.261
9 C -0.303 -1.007 2.450
10 C 0.901 -0.299 1.901
11 C 2.154 -1.079 1.760
12 C 2.135 -2.416 2.167
13 C 1.188 -2.833 3.108
14 C -0.017 -2.125 3.227
15 Zr 1.679 -0.289 -0.211
16 P -0.722 0.916 -1.005
17 H -4.299 -1.838 0.025
18 H -4.409 1.733 2.443
19 H -6.806 -1.911 0.130
20 H -6.907 1.521 2.547
21 H -0.777 -2.508 3.885
22 H 1.134 0.561 2.573
23 H 1.403 -3.674 3.744
24 H 2.996 -0.683 1.029
25 C -0.290 1.860 -2.566
26 C -1.370 2.192 -3.596
27 H 0.478 1.254 -3.067
28 H 0.193 2.789 -2.238
29 H -0.916 2.697 -4.459
30 H -1.882 1.307 -3.983
31 H -2.136 2.864 -3.202
32 C -2.090 -0.182 -1.649
33 C -3.479 0.399 -1.917
34 H -2.179 -0.978 -0.900
35 H -1.722 -0.651 -2.571
36 H -4.128 -0.373 -2.350
37 H -3.981 0.735 -1.007
38 H -3.489 1.240 -2.612
39 C -1.672 2.163 -0.012
40 C -2.372 3.369 -0.648
41 H -0.956 2.541 0.727
42 H -2.408 1.587 0.554
43 H -2.806 4.007 0.136
44 H -1.685 3.996 -1.220
45 H -3.201 3.101 -1.309
46 Br 3.767 -3.334 1.615
47 P 1.245 -2.510 -1.805
48 C 0.350 -2.358 -3.412
49 C 1.113 -2.796 -4.660
50 H 0.087 -1.286 -3.476
51 H -0.592 -2.921 -3.304
52 H 0.490 -2.581 -5.532
53 H 2.053 -2.250 -4.782
54 H 1.325 -3.873 -4.668
55 C 3.057 -2.582 -2.181
56 C 3.652 -3.993 -2.225
57 H 3.591 -1.982 -1.411
58 H 3.207 -2.072 -3.146
59 H 4.746 -3.896 -2.280
60 H 3.405 -4.572 -1.326
61 H 3.321 -4.550 -3.115
62 C 0.667 -4.055 -1.006
63 C 0.266 -5.185 -1.956
64 H -0.209 -3.738 -0.410
65 H 1.441 -4.368 -0.284
66 H -0.089 -6.030 -1.353
67 H -0.553 -4.887 -2.622
68 H 1.107 -5.539 -2.568
69 N 3.227 1.188 -1.167
70 C 3.046 2.055 -0.040
71 N 2.066 1.762 0.802
72 C 2.132 2.557 1.990
73 C 1.297 2.467 3.139
74 C 1.857 2.769 4.381
75 C 3.127 3.333 4.476
76 C 3.886 3.560 3.316
77 C 3.384 3.186 2.067
78 S 4.303 3.053 0.551
79 H 3.925 1.537 -1.829
80 H 2.355 1.086 -1.760
81 H 0.251 2.121 3.119
82 H 1.288 2.534 5.274
83 H 3.526 3.571 5.462
84 H 4.899 3.947 3.384

# C17H22Cl30FIOP

11 unconnected molecules or ions with the total composition C17H22Cl30FIOP in a non-equilibrium geometry (wB97M-V/def2-TZVPD, the Open Molecules 2025 dataset).

Output
- lowest unoccupied orbital energy (eV) = 1.41
- net charge = -1

Atoms and positions in Å:
1 C -0.726 1.189 1.918
2 C -1.264 1.193 0.841
3 C -1.800 1.330 -0.519
4 P -1.964 3.118 -1.208
5 F -1.035 3.838 -0.008
6 I -2.372 5.550 -2.297
7 C -3.518 3.392 -0.240
8 C -3.617 3.558 1.076
9 C -0.430 2.940 -2.314
10 C 0.893 2.628 -1.621
11 O 1.655 1.647 -2.383
12 H -0.140 1.102 2.801
13 H -2.814 0.922 -0.483
14 H -1.205 0.720 -1.196
15 H -2.768 2.586 -2.283
16 H -4.442 3.374 -0.817
17 H -4.573 3.369 1.553
18 H -2.777 3.799 1.714
19 H -0.671 2.200 -3.082
20 H -0.302 3.883 -2.843
21 H 0.763 2.229 -0.614
22 H 1.532 3.504 -1.566
23 H 1.039 0.943 -2.609
24 C -2.229 -2.766 -0.401
25 Cl -0.723 -1.955 -0.818
26 Cl -2.409 -2.870 1.354
27 Cl -3.615 -1.952 -1.129
28 H -2.190 -3.774 -0.788
29 C 2.332 2.153 -4.716
30 Cl 0.679 2.030 -5.312
31 Cl 3.316 0.816 -5.330
32 Cl 3.044 3.706 -5.181
33 H 2.304 2.090 -3.631
34 C -5.818 1.095 3.741
35 Cl -5.924 2.858 3.722
36 Cl -5.294 0.473 2.177
37 Cl -4.720 0.559 5.018
38 H -6.802 0.699 3.950
39 C 1.389 7.296 -1.484
40 Cl 1.407 9.055 -1.670
41 Cl 2.080 6.500 -2.898
42 Cl 2.248 6.820 -0.016
43 H 0.359 6.970 -1.394
44 C -1.686 -1.724 6.473
45 Cl -1.542 -1.741 4.718
46 Cl -0.094 -1.825 7.232
47 Cl -2.548 -0.290 7.033
48 H -2.254 -2.594 6.775
49 C -1.689 -6.648 1.746
50 Cl -0.218 -5.751 2.108
51 Cl -2.183 -6.418 0.067
52 Cl -1.476 -8.371 2.086
53 H -2.479 -6.275 2.385
54 C 1.420 -8.590 4.330
55 Cl 2.833 -7.543 4.238
56 Cl 1.674 -10.075 3.410
57 Cl 1.005 -8.956 6.007
58 H 0.586 -8.062 3.886
59 C 3.746 3.190 1.273
60 Cl 4.056 3.962 -0.285
61 Cl 2.230 3.757 1.971
62 Cl 3.740 1.432 1.116
63 H 4.550 3.462 1.943
64 C 5.075 -1.195 -8.585
65 Cl 5.466 -1.203 -6.865
66 Cl 5.156 -2.829 -9.254
67 Cl 3.493 -0.478 -8.873
68 H 5.816 -0.591 -9.092
69 C 3.384 -4.678 0.913
70 Cl 4.878 -3.835 0.499
71 Cl 3.170 -4.749 2.666
72 Cl 1.998 -3.909 0.148
73 H 3.457 -5.693 0.545

# C24H24N2O6S

A single C24H24N2O6S molecule (wB97M-V/def2-TZVPD, the Open Molecules 2025 dataset).

Output
- lowest unoccupied orbital energy (eV) = 0.38
- net charge = 0
- SMILES string = CCOC(=O)c1cc(-c2ccccc2)sc1NC(=O)[C@@H](C)OC(=O)c1cccnc1OCC

Atoms and positions in Å:
1 C -1.634 -4.112 0.890
2 C -1.315 -3.140 2.015
3 O -0.251 -2.267 1.634
4 C -0.487 -0.953 1.607
5 O -1.572 -0.455 1.871
6 C 0.683 -0.177 1.226
7 C 1.969 -0.676 0.903
8 C 2.854 0.295 0.534
9 C 4.240 0.152 0.136
10 C 4.896 -1.079 0.216
11 C 6.218 -1.198 -0.164
12 C 6.916 -0.096 -0.631
13 C 6.278 1.131 -0.714
14 C 4.956 1.255 -0.336
15 S 2.102 1.887 0.571
16 C 0.626 1.200 1.092
17 N -0.495 1.953 1.300
18 C -0.598 3.240 0.859
19 O 0.366 3.896 0.547
20 C -2.049 3.741 0.840
21 C -2.203 4.943 -0.082
22 O -2.909 2.647 0.506
23 C -2.544 1.920 -0.577
24 O -1.705 2.280 -1.360
25 C -3.238 0.616 -0.600
26 C -4.530 0.439 -0.138
27 C -5.090 -0.831 -0.152
28 C -4.316 -1.875 -0.621
29 N -3.067 -1.734 -1.041
30 C -2.523 -0.527 -1.033
31 O -1.261 -0.374 -1.412
32 C -0.557 -1.519 -1.886
33 C 0.716 -1.032 -2.557
34 H -0.737 -4.652 0.596
35 H -2.378 -4.825 1.233
36 H -2.028 -3.576 0.029
37 H -2.192 -2.537 2.270
38 H -0.970 -3.676 2.905
39 H 2.194 -1.725 0.943
40 H 4.369 -1.945 0.585
41 H 6.710 -2.157 -0.094
42 H 7.950 -0.193 -0.926
43 H 6.814 1.996 -1.076
44 H 4.461 2.213 -0.404
45 H -1.308 1.397 1.581
46 H -2.341 4.004 1.864
47 H -3.232 5.292 -0.072
48 H -1.544 5.735 0.262
49 H -1.919 4.670 -1.094
50 H -5.087 1.293 0.216
51 H -6.096 -1.000 0.194
52 H -4.697 -2.887 -0.661
53 H -1.195 -2.067 -2.588
54 H -0.325 -2.176 -1.041
55 H 0.470 -0.347 -3.364
56 H 1.342 -0.510 -1.840
57 H 1.266 -1.878 -2.959

# C4H6CoO2

A molecular structure, C4H6CoO2 in a non-equilibrium geometry (wB97M-V/def2-TZVPD, the Open Molecules 2025 dataset).

Output
- multiplicity = 4
- lowest unoccupied orbital energy (spin up / spin down) (eV) = -0.75 / -0.81
- net charge = 0

Atoms and positions in Å:
1 O 0.659 -2.769 1.010
2 C 0.822 -1.531 0.421
3 C -0.081 -0.549 0.501
4 C 0.267 0.832 -0.015
5 C -0.791 1.467 -0.940
6 O -2.105 1.302 -0.479
7 Co -2.063 -0.365 0.378
8 H 1.203 -2.828 1.799
9 H 1.786 -1.421 -0.103
10 H 1.253 0.868 -0.516
11 H 0.271 1.423 0.947
12 H -0.666 1.024 -1.952
13 H -0.555 2.544 -1.050

# C3H3BrO2

A single C3H3BrO2 molecule in a non-equilibrium geometry (wB97M-V/def2-TZVPD, the Open Molecules 2025 dataset).

Output
- multiplicity = 3
- lowest unoccupied orbital energy (spin up / spin down) (eV) = 0.83 / -1.93
- net charge = 0

Atoms and positions in Å:
1 C 0.655 -0.862 0.000
2 C 1.449 0.288 0.087
3 C -1.442 0.280 -0.099
4 O -0.631 -0.710 -0.091
5 O 0.881 1.413 -0.106
6 Br -3.253 -0.072 -0.035
7 H 1.113 -1.903 -0.169
8 H 2.515 0.262 0.114
9 H -1.287 1.304 0.300